21
Properties=species:S:1:pos:R:3 method="wB97M-V/def2-TZVPD" e_above_lowest_ev=2.164 charge=0 homo_energy_ev=-7.960 gap_ha=0.3307 smiles="C/C=C/C/C(C)=C/N"
N 0.579 -2.719 0.457
C -0.323 -1.753 -0.216
C -0.785 1.499 1.295
C 0.055 -0.723 -1.066
C -0.763 0.473 -1.061
C 1.413 -0.809 -1.727
C -0.308 1.436 0.074
C -0.241 2.664 2.140
H 0.266 2.398 3.066
H 1.519 -2.646 0.113
H -1.288 -1.799 0.202
H 0.364 3.212 1.450
H -1.793 0.087 -0.840
H 2.242 -0.228 -1.301
H 1.958 -1.794 -1.792
H -1.151 3.166 2.422
H -1.607 0.839 1.657
H -0.876 1.049 -1.985
H 0.350 -3.685 0.306
H 1.305 -0.582 -2.799
H 0.373 2.291 -0.345